1.
The following is a quantum chemistry calculation of the ion C10H20N2P with charge +1 in a non-equilibrium geometry, from the Open Molecules 2025 dataset.

## Properties
Relative energy (zero: lowest compared OMol25 entry of this formula, charge and spin), kcal per mole: 72.9
Spin multiplicity: 1
Frontier orbital gap, eV: 6.8
DFT total energy, Eh: -843.4758
E_LUMO, eV: -4.695
Net charge: +1

Each line ends with the natural charge from an NBO analysis.
Atoms and positions in Å:
C (-1.75553, 3.14709, 0.59138)  -0.60
C (-2.88560, 2.09546, 0.48663)  -0.46
C (-2.42271, 0.93441, -0.35963)  0.26
N (-2.67250, -0.25179, -0.17802)  -0.33
C (-2.74191, -1.53902, 0.12947)  0.17
C (-1.82810, -2.51363, 0.18098)  -0.38
C (-0.49316, -2.23586, 0.09759)  0.06
C (0.14369, -0.89588, 0.25096)  -0.57
P (0.48218, -0.36312, -1.49903)  0.40
C (1.54777, -0.92913, 0.97351)  -0.19
N (2.42425, -0.36242, 0.07708)  -0.48
C (2.78051, 1.05373, 0.25236)  -0.44
C (3.53545, -1.08441, -0.63532)  -0.40
H (-1.96278, 4.00239, 1.23846)  0.25
H (-1.83707, 3.44205, -0.37928)  0.21
H (-0.76773, 2.59240, 0.71819)  0.21
H (-3.66116, 2.47481, -0.12823)  0.24
H (-3.39498, 1.79411, 1.43403)  0.23
H (-2.01464, 1.38174, -1.32331)  0.21
H (-3.78053, -1.84057, 0.05816)  0.24
H (-2.15563, -3.56674, 0.19832)  0.27
H (0.09661, -3.12319, -0.12661)  0.23
H (-0.48647, -0.13307, 0.70202)  0.24
H (-0.80032, -0.71907, -2.22154)  -0.03
H (1.21074, -1.39568, -2.05962)  -0.01
H (1.90789, -1.95846, 1.04969)  0.21
H (1.37683, -0.54907, 1.94291)  0.21
H (2.21078, 1.60089, 1.11705)  0.21
H (3.78074, 1.13023, 0.70826)  0.20
H (2.93240, 1.60478, -0.69265)  0.22
H (3.13828, -2.04404, -0.84904)  0.20
H (3.58319, -0.59235, -1.59520)  0.21
H (4.50950, -1.15659, -0.15957)  0.21

***

2.
The following is a quantum chemistry calculation of a cluster of 2 separate species, C10H20N3OS in total in a non-equilibrium geometry, from the Open Molecules 2025 dataset.

## Properties
Relative energy (zero: lowest compared OMol25 entry of this formula, charge and spin), kcal per mole: 45.5
Spin multiplicity: 1
Frontier orbital gap, eV: 8.5
DFT total energy, Eh: -1030.3475
E_LUMO, eV: -3.035
Net charge: +1

Each line ends with the natural charge from an NBO analysis.
Atoms and positions in Å:
C (-0.34402, -0.91568, -0.03870)  0.31
C (2.14262, 0.34850, 0.16413)  0.56
C (-3.51753, -2.05779, 1.31512)  -0.77
C (0.82928, -1.57795, -0.51674)  -0.27
C (0.96230, 1.12295, 0.63442)  -0.45
C (-0.21211, 0.15728, 0.90812)  -0.35
C (0.05902, -0.42960, 2.23372)  -0.61
C (-3.52769, 0.61883, -3.33609)  -0.39
C (4.69176, 0.60869, 0.20002)  -0.44
C (-2.43241, -0.01956, -3.00885)  -0.41
N (-1.53998, -1.36286, -0.26726)  -0.66
N (1.95221, -0.62822, -0.61714)  -0.53
N (3.28000, 0.78847, 0.58129)  -0.49
O (-3.12816, 0.55779, 0.64697)  -0.97
S (-3.08117, -0.75610, -0.04220)  1.44
H (-3.60593, -3.03388, 0.84120)  0.23
H (-4.48963, -1.85402, 1.69225)  0.24
H (0.93459, -2.29079, 0.29836)  0.24
H (0.78296, -2.10364, -1.53905)  0.27
H (1.12665, 1.77957, 1.56008)  0.25
H (0.71228, 1.82476, -0.12524)  0.26
H (-1.11903, 0.75872, 0.86220)  0.31
H (-0.67330, -1.19540, 2.55070)  0.23
H (-0.08763, 0.22572, 3.12431)  0.25
H (0.98638, -0.84774, 2.24722)  0.19
H (-3.42093, 1.67747, -3.22476)  0.21
H (-2.58307, -2.07446, 2.06239)  0.22
H (-4.41543, 0.00059, -3.61704)  0.22
H (5.32554, 0.98573, 0.99130)  0.25
H (4.93363, -0.51764, 0.01168)  0.22
H (4.94774, 1.15333, -0.73580)  0.23
H (-2.21332, -1.18149, -3.28651)  0.19
H (-1.64076, 0.44563, -2.44503)  0.17
H (2.70064, -1.13200, -1.04490)  0.42
H (3.12046, 1.60077, 1.13639)  0.41

***

3.
The following is a quantum chemistry calculation of a cluster of 2 separate species, C10H20N3P in total in a non-equilibrium geometry, from the Open Molecules 2025 dataset.

## Properties
Relative energy (zero: lowest compared OMol25 entry of this formula, charge and spin), kcal per mole: 0.0
Spin multiplicity: 1
Frontier orbital gap, eV: 9.2
DFT total energy, Eh: -898.5098
E_LUMO, eV: 0.785

Each line ends with the natural charge from an NBO analysis.
Atoms and positions in Å:
C (2.82390, 1.84224, 0.25756)  -0.39
N (2.52459, 0.51533, 0.82076)  -0.34
C (3.33928, -0.48463, 1.29499)  -0.12
C (2.51278, -1.59187, 1.47271)  -0.07
N (1.21648, -1.19887, 1.31680)  -0.51
C (1.28339, 0.05272, 0.89405)  0.11
P (-0.21146, 1.00139, 0.23920)  0.47
C (-1.58133, 0.31740, 1.32891)  -0.23
C (-1.26646, 0.74640, 2.74923)  -0.63
C (-2.77579, 1.19647, 0.92394)  -0.63
C (-1.72685, -1.23152, 1.17056)  -0.61
H (3.56462, 1.69995, -0.40207)  0.20
H (1.82342, 2.25656, -0.23698)  0.24
H (3.16370, 2.49863, 0.97256)  0.20
H (4.34387, -0.29330, 1.32630)  0.21
H (2.73225, -2.63815, 1.78055)  0.21
H (-0.50268, 0.18419, -0.89577)  0.00
H (-1.11517, 1.79323, 2.88266)  0.21
H (-2.21879, 0.65126, 3.28201)  0.21
H (-0.38923, 0.27752, 3.05250)  0.22
H (-2.33938, 2.18168, 0.86842)  0.21
H (-3.60459, 1.40007, 1.60990)  0.21
H (-3.11553, 0.81346, 0.01471)  0.21
H (-2.14621, -1.57735, 0.33411)  0.20
H (-0.84297, -1.66407, 1.31802)  0.25
H (-2.51309, -1.49321, 1.92287)  0.19
C (-1.08649, -1.98793, -3.63084)  -0.04
N (-1.02067, -0.76728, -3.37164)  -0.41
C (0.10226, -0.01607, -3.82606)  -0.47
H (-2.03139, -2.58500, -3.26904)  0.17
H (-0.45198, -2.47521, -4.32871)  0.14
H (-0.03174, 1.13938, -3.55500)  0.22
H (1.17288, -0.34989, -3.41761)  0.20
H (0.36839, -0.21351, -4.89961)  0.20

***

4.
The following is a quantum chemistry calculation of the ion C10H20N3S with charge +1 in a non-equilibrium geometry, from the Open Molecules 2025 dataset.

## Properties
Relative energy (zero: lowest compared OMol25 entry of this formula, charge and spin), kcal per mole: 102.2
Spin multiplicity: 1
Frontier orbital gap, eV: 9.0
DFT total energy, Eh: -955.1127
E_LUMO, eV: -4.096
Net charge: +1

Each line ends with the natural charge from an NBO analysis.
Atoms and positions in Å:
C (-2.07933, -0.93417, 0.20059)  0.30
C (-3.42748, -0.98982, 0.92037)  -0.46
C (-4.28959, 0.30085, 0.63461)  -0.41
C (-3.89951, 0.87963, -0.71484)  -0.40
C (-2.39232, 1.29580, -0.76169)  -0.43
C (-1.64298, -0.01706, -0.88399)  -0.34
C (0.89311, -0.11898, 0.65391)  0.39
C (5.34131, -0.21726, -1.22402)  -0.59
C (4.44335, 0.55639, -0.31470)  -0.40
C (3.21866, -0.40475, -0.16424)  -0.24
N (-1.15996, -1.58279, 0.88068)  -0.66
N (0.14362, 0.21373, 1.77109)  -0.78
N (2.18527, -0.10499, 0.76121)  -0.55
S (0.23754, 0.44066, -0.88845)  0.30
H (-3.92588, -1.92924, 0.70469)  0.25
H (-3.34452, -1.02856, 1.94072)  0.24
H (-5.38220, -0.03483, 0.64124)  0.23
H (-4.20423, 0.90007, 1.52696)  0.21
H (-4.04425, 0.10446, -1.43481)  0.20
H (-4.54447, 1.67899, -1.16259)  0.24
H (-2.27755, 1.82984, -1.78065)  0.23
H (-2.34005, 1.97102, 0.00634)  0.23
H (-1.72280, -0.36598, -1.94096)  0.28
H (5.60937, -1.10482, -0.60294)  0.21
H (4.78845, -0.52796, -2.19282)  0.21
H (6.17192, 0.31178, -1.56934)  0.23
H (4.19531, 1.50115, -0.76882)  0.21
H (4.91497, 0.75975, 0.59400)  0.21
H (2.82470, -0.44901, -1.17932)  0.23
H (3.66193, -1.36950, 0.12993)  0.22
H (0.63459, 0.02033, 2.72485)  0.40
H (-0.80031, -0.23486, 1.82551)  0.45
H (2.51675, 0.59010, 1.56212)  0.43
H (-0.30341, -1.93999, 0.10534)  0.35